(1)
Here is 6 unconnected molecules or ions with the total composition C41H42F5N8O in a non-equilibrium geometry from the Open Molecules 2025 dataset. Energies are from the ωB97M-V functional and the def2-TZVPD basis.

Largest force on an atom = 9.0 eV/Å
M = 757.8 Da
Highest occupied orbital energy = -10.99 eV
Orbital gap = 0.2550 Ha
Energy relative to the best compared isomer or geometry (same formula, charge and spin) = 420.35 kcal per mole
Total charge = +1

Geometry (Å):
1 C -2.701 -1.147 -0.937
2 C -2.292 0.368 -1.412
3 N -3.145 0.947 -2.518
4 C -4.655 0.902 -2.598
5 C -5.799 0.241 -1.628
6 C -6.852 1.311 -0.966
7 C -6.409 1.870 0.518
8 N -5.401 1.221 1.448
9 O -7.020 2.989 0.998
10 C -5.022 1.728 -3.999
11 N -3.760 2.205 -4.682
12 C -2.667 1.736 -3.743
13 C -1.153 2.157 -4.216
14 F -1.108 3.227 -5.256
15 F -0.459 0.966 -4.824
16 C -0.320 2.708 -2.897
17 C -1.025 3.877 -1.987
18 C -0.210 4.385 -0.650
19 C 1.261 3.676 -0.318
20 C 1.953 2.509 -1.242
21 C 3.383 1.753 -0.940
22 F 3.039 0.296 -0.733
23 F 4.305 1.761 -2.130
24 F 4.047 2.184 0.320
25 C 1.130 2.002 -2.591
26 H -3.176 -1.058 0.154
27 H -3.387 -1.733 -1.686
28 H -1.693 -1.759 -0.774
29 H -2.405 1.080 -0.468
30 H -1.135 0.338 -1.670
31 H -6.446 -0.484 -2.321
32 H -5.391 -0.430 -0.760
33 H -7.067 2.179 -1.754
34 H -7.905 0.774 -0.809
35 H -5.672 0.213 1.551
36 H -4.425 1.338 1.096
37 H -6.132 1.912 -4.380
38 H -3.615 2.750 -5.571
39 H -2.071 4.287 -2.333
40 H -0.722 5.196 0.028
41 H 1.788 4.048 0.669
42 H 1.601 1.157 -3.276
43 N 5.160 0.630 5.125
44 C 4.987 1.665 5.976
45 C 4.671 2.952 5.570
46 C 4.528 3.196 4.208
47 C 4.701 2.150 3.307
48 C 5.012 0.897 3.809
49 H 5.113 1.425 7.028
50 H 4.541 3.744 6.298
51 H 4.282 4.192 3.852
52 H 4.597 2.308 2.239
53 H 5.154 0.048 3.146
54 N 5.240 7.184 2.346
55 C 6.459 7.308 1.778
56 C 7.650 7.190 2.477
57 C 7.590 6.935 3.843
58 C 6.348 6.804 4.457
59 C 5.213 6.933 3.673
60 H 6.454 7.510 0.711
61 H 8.602 7.297 1.969
62 H 8.502 6.838 4.424
63 H 6.267 6.605 5.519
64 H 4.221 6.836 4.105
65 N -1.080 -3.465 1.144
66 C 0.208 -3.806 1.365
67 C 0.664 -4.373 2.545
68 C -0.256 -4.602 3.563
69 C -1.590 -4.261 3.366
70 C -1.950 -3.701 2.150
71 H 0.887 -3.604 0.542
72 H 1.710 -4.629 2.667
73 H 0.064 -5.044 4.502
74 H -2.331 -4.426 4.140
75 H -2.980 -3.421 1.947
76 N -4.049 -1.568 -4.291
77 C -5.270 -2.129 -4.437
78 C -5.705 -2.734 -5.605
79 C -4.839 -2.763 -6.694
80 C -3.577 -2.191 -6.575
81 C -3.230 -1.612 -5.364
82 H -5.910 -2.079 -3.561
83 H -6.695 -3.172 -5.666
84 H -5.146 -3.227 -7.627
85 H -2.879 -2.196 -7.405
86 H -2.255 -1.156 -5.221
87 N 1.255 -9.318 1.188
88 C 2.201 -10.114 1.732
89 C 3.450 -9.666 2.130
90 C 3.752 -8.319 1.956
91 C 2.799 -7.474 1.397
92 C 1.576 -8.015 1.034
93 H 1.919 -11.157 1.844
94 H 4.171 -10.350 2.564
95 H 4.722 -7.931 2.255
96 H 3.004 -6.420 1.248
97 H 0.798 -7.396 0.596

Forces on atoms 1 to 3 (eV/Å):
C 0.50 -0.19 0.81
C 1.18 -0.47 1.74
N -2.55 2.85 -4.79



(2)
Here is a molecular structure, C25H32Ge2NPtS in a non-equilibrium geometry from the Open Molecules 2025 dataset. Energies are from the ωB97M-V functional and the def2-TZVPD basis.

Largest force on an atom = 1.6 eV/Å
M = 718.9 Da
Highest occupied orbital energy = -11.03 eV
Orbital gap = 0.2581 Ha
Total charge = +1

Geometry (Å):
1 Pt -0.678 1.708 0.498
2 S -5.011 2.412 0.360
3 C -4.471 2.140 -1.239
4 C -3.131 1.900 -1.308
5 C -2.542 1.941 -0.022
6 C -3.430 2.211 0.986
7 C -2.944 2.285 2.361
8 C -3.673 2.514 3.517
9 C -3.016 2.527 4.734
10 C -1.647 2.305 4.788
11 C -0.979 2.081 3.600
12 N -1.615 2.081 2.430
13 H -5.178 2.178 -2.052
14 H -2.597 1.718 -2.229
15 H -4.741 2.674 3.457
16 H -3.573 2.706 5.645
17 H -1.109 2.306 5.724
18 H 0.087 1.895 3.573
19 C 3.834 2.767 -0.062
20 C 2.342 3.070 -0.247
21 Ge 1.372 1.570 -1.087
22 C 1.064 1.891 -2.992
23 C 2.380 1.870 -3.774
24 C 2.267 -0.137 -0.820
25 C 1.520 -1.187 -0.453
26 Ge -0.380 -0.738 -0.207
27 C -1.272 -1.335 1.457
28 C -1.450 -2.847 1.646
29 C -1.494 -0.986 -1.806
30 C -1.562 -2.415 -2.353
31 C 2.015 -2.569 -0.297
32 C 3.366 -2.812 -0.046
33 C 3.840 -4.109 0.070
34 C 2.973 -5.186 -0.059
35 C 1.625 -4.959 -0.298
36 C 1.154 -3.660 -0.408
37 H 4.347 3.630 0.362
38 H 4.313 2.530 -1.013
39 H 3.992 1.920 0.607
40 H 2.197 3.931 -0.901
41 H 1.885 3.329 0.712
42 H 0.551 2.848 -3.102
43 H 0.384 1.119 -3.357
44 H 3.066 2.646 -3.431
45 H 2.191 2.044 -4.834
46 H 2.888 0.909 -3.680
47 H 3.321 -0.258 -1.071
48 H -2.245 -0.837 1.440
49 H -0.716 -0.910 2.296
50 H -1.987 -3.296 0.809
51 H -2.029 -3.041 2.550
52 H -0.493 -3.358 1.746
53 H -1.095 -0.310 -2.563
54 H -2.487 -0.621 -1.544
55 H -0.582 -2.775 -2.667
56 H -2.222 -2.454 -3.220
57 H -1.955 -3.113 -1.612
58 H 4.049 -1.980 0.077
59 H 4.890 -4.280 0.270
60 H 3.347 -6.197 0.033
61 H 0.941 -5.792 -0.397
62 H 0.102 -3.493 -0.600

Forces on atoms 1 to 3 (eV/Å):
Pt 1.39 -0.59 0.65
S -0.09 0.04 0.11
C 0.00 0.03 0.07



(3)
Here is a single C4HF molecule in a non-equilibrium geometry from the Open Molecules 2025 dataset. Energies are from the ωB97M-V functional and the def2-TZVPD basis.

Largest force on an atom = 9.2 eV/Å
M = 68.0 Da
Highest occupied orbital energy = -9.41 eV
Orbital gap = 0.3427 Ha
Energy relative to the best compared isomer or geometry (same formula, charge and spin) = 0.00 kcal per mole
Total charge = 0
SMILES = C#CC#CF

Geometry (Å):
1 C -0.675 1.188 -1.371
2 C -0.215 0.464 -0.520
3 C 0.285 -0.480 0.303
4 C 0.572 -1.070 1.451
5 F 1.048 -2.000 2.199
6 H -1.014 1.898 -2.063

Forces on atoms 1 to 3 (eV/Å):
C 0.55 -0.49 0.94
C -0.71 0.84 -1.40
C 2.08 -4.14 7.97



(4)
Here is 2 unconnected molecules or ions with the total composition C4H13N2O in a non-equilibrium geometry from the Open Molecules 2025 dataset. Energies are from the ωB97M-V functional and the def2-TZVPD basis.

Largest force on an atom = 3.8 eV/Å
M = 105.2 Da
Highest occupied orbital energy = -13.75 eV
Orbital gap = 0.3438 Ha
Energy relative to the best compared isomer or geometry (same formula, charge and spin) = 70.02 kcal per mole
Total charge = +1

Geometry (Å):
1 C 0.871 1.946 -1.382
2 C 2.165 0.332 1.007
3 C 0.682 -1.359 0.062
4 C 0.152 0.890 -0.541
5 N -2.072 -2.610 -0.217
6 N 1.037 -0.111 0.077
7 O -0.669 0.106 -1.296
8 H 0.194 2.486 -1.991
9 H 1.609 1.464 -1.953
10 H 1.422 2.528 -0.617
11 H 2.332 1.373 0.690
12 H 1.766 0.300 2.087
13 H 3.021 -0.292 1.043
14 H -2.471 -3.520 0.153
15 H 1.339 -2.076 0.562
16 H -0.265 -1.584 -0.419
17 H -0.413 1.272 0.320
18 H -2.262 -1.837 0.503
19 H -2.671 -2.397 -1.079
20 H -0.320 0.318 -2.140

Forces on atoms 1 to 3 (eV/Å):
C 0.63 -0.56 3.22
C -2.64 1.38 0.97
C 0.95 1.49 0.04



- Which formula does entry 4 have?
  C4H13N2O



- Among the records above, which one has the highest largest force on an atom?
  C4HF



- Number 4 is which compound?
  C4H13N2O